Record 1
{"formula": "C31H21N9O2ReS", "method": "wB97M-V/def2-TZVPD", "charge": 2, "spin_multiplicity": 4, "homo_ha": [-0.4898, -0.5025], "homo_lumo_gap_ev": [6.9, 6.2], "symbols": ["Re", "S", "N", "C", "C", "C", "C", "C", "N", "C", "C", "N", "C", "C", "C", "C", "C", "N", "H", "H", "H", "H", "H", "H", "O", "N", "N", "O", "C", "C", "C", "C", "C", "C", "H", "H", "H", "H", "H", "N", "C", "C", "C", "C", "C", "C", "C", "C", "C", "H", "H", "H", "H", "C", "C", "N", "C", "C", "N", "H", "H", "H", "H", "H", "H"], "positions_angstrom": [[-0.052, 0.519, -0.207], [2.814, -6.351, 0.955], [3.413, -4.906, 1.326], [2.527, -4.013, 0.912], [2.666, -2.571, 1.030], [3.774, -1.932, 1.595], [3.795, -0.556, 1.655], [2.718, 0.165, 1.154], [1.655, -0.436, 0.615], [1.624, -1.792, 0.549], [0.439, -2.389, -0.048], [-0.514, -1.531, -0.483], [-1.635, -2.009, -1.020], [-1.852, -3.375, -1.160], [-0.887, -4.260, -0.734], [0.288, -3.763, -0.161], [1.374, -4.591, 0.335], [1.403, -5.915, 0.319], [4.593, -2.529, 1.974], [4.632, -0.025, 2.084], [2.698, 1.245, 1.188], [-2.373, -1.280, -1.327], [-2.776, -3.720, -1.600], [-1.019, -5.331, -0.826], [-1.604, 1.136, -1.340], [-1.492, 1.134, -2.649], [-0.369, 0.760, -3.050], [0.591, 0.434, -2.203], [-0.071, 0.698, -4.471], [1.166, 0.210, -4.854], [1.449, 0.137, -6.211], [0.508, 0.545, -7.144], [-0.725, 1.035, -6.729], [-1.030, 1.118, -5.382], [1.885, -0.109, -4.116], [2.408, -0.243, -6.534], [0.734, 0.484, -8.199], [-1.457, 1.357, -7.457], [-1.986, 1.497, -5.051], [-5.005, 0.397, 8.459], [-4.426, 0.410, 7.467], [-3.701, 0.427, 6.222], [-2.314, 0.563, 6.237], [-1.617, 0.577, 5.045], [-2.304, 0.454, 3.832], [-3.696, 0.320, 3.826], [-4.392, 0.307, 5.018], [-1.587, 0.469, 2.601], [-0.992, 0.477, 1.526], [-1.795, 0.656, 7.180], [-0.540, 0.678, 5.046], [-4.223, 0.234, 2.886], [-5.468, 0.207, 5.026], [1.311, 3.464, -2.123], [1.066, 3.492, -0.658], [0.638, 2.517, 0.155], [0.570, 3.065, 1.440], [0.954, 4.355, 1.389], [1.254, 4.600, 0.068], [1.587, 2.470, -2.454], [2.132, 4.136, -2.372], [0.426, 3.798, -2.668], [0.219, 2.491, 2.277], [1.027, 5.109, 2.151], [1.563, 5.481, -0.312]], "mulliken_charge": [1.687, 0.244, -0.639, 0.857, 0.036, -0.474, -0.971, 0.036, -0.065, -0.098, -0.030, 0.152, -0.118, -0.996, -0.452, 0.067, 0.837, -0.634, 0.596, 0.479, 0.441, 0.647, 0.455, 0.598, -0.537, -0.686, 1.347, -0.825, 0.431, -0.119, -0.765, -0.476, -0.654, -0.429, 0.451, 0.400, 0.418, 0.416, 0.481, -0.394, -0.156, 0.583, -0.741, -0.443, 0.519, -0.511, -0.683, 0.378, -0.784, 0.465, 0.466, 0.473, 0.473, -1.069, 0.594, -0.074, -0.491, -0.548, -0.066, 0.116, 0.494, 0.283, 0.350, 0.445, 0.213]}

=====

Record 2
{"formula": "C31H23BrF4IrNO7PSe", "method": "wB97M-V/def2-TZVPD", "charge": -1, "spin_multiplicity": 1, "homo_ha": -0.1995, "homo_lumo_gap_ev": 6.7, "symbols": ["Ir", "F", "C", "C", "F", "C", "F", "C", "P", "C", "C", "C", "C", "C", "C", "C", "C", "C", "C", "C", "C", "C", "Br", "C", "F", "H", "H", "H", "H", "H", "H", "H", "H", "H", "H", "O", "C", "O", "C", "C", "C", "C", "C", "C", "C", "C", "C", "N", "H", "H", "H", "H", "H", "H", "C", "C", "C", "O", "H", "H", "H", "H", "H", "H", "H", "O", "Se", "O", "O", "O"], "positions_angstrom": [[-1.737, -0.558, -1.306], [-2.595, 4.975, 3.118], [-1.882, 4.225, 2.277], [-0.512, 4.305, 2.260], [0.113, 5.161, 3.069], [0.213, 3.504, 1.393], [1.533, 3.726, 1.392], [-0.363, 2.596, 0.518], [0.695, 1.539, -0.680], [2.321, 2.100, -1.301], [3.293, 1.141, -1.569], [4.503, 1.517, -2.134], [4.764, 2.856, -2.392], [3.801, 3.816, -2.118], [2.570, 3.436, -1.600], [1.609, 0.599, 0.764], [2.635, 1.155, 1.532], [3.297, 0.431, 2.514], [2.959, -0.896, 2.745], [1.993, -1.490, 1.955], [1.338, -0.757, 0.966], [-1.768, 2.601, 0.511], [-2.845, 1.627, -0.710], [-2.505, 3.373, 1.388], [-3.841, 3.336, 1.393], [3.092, 0.101, -1.335], [5.247, 0.765, -2.366], [5.716, 3.148, -2.819], [3.996, 4.860, -2.333], [1.791, 4.171, -1.450], [2.970, 2.163, 1.340], [4.093, 0.900, 3.082], [3.472, -1.470, 3.508], [1.737, -2.534, 2.095], [0.620, -1.256, 0.329], [-4.638, -3.257, -1.887], [-3.830, -2.446, -1.472], [-3.427, -1.375, -2.059], [-3.278, -2.577, -0.078], [-3.684, -3.629, 0.759], [-3.265, -3.645, 2.049], [-2.518, -2.558, 2.550], [-2.163, -2.445, 3.912], [-1.525, -1.330, 4.382], [-1.226, -0.273, 3.507], [-1.529, -0.373, 2.177], [-2.157, -1.520, 1.658], [-2.490, -1.595, 0.323], [-4.315, -4.390, 0.323], [-3.530, -4.459, 2.716], [-2.421, -3.256, 4.584], [-1.262, -1.253, 5.429], [-0.727, 0.614, 3.876], [-1.274, 0.415, 1.495], [0.048, -2.113, -3.796], [-0.708, -2.968, -2.796], [0.062, -4.246, -2.488], [-0.913, -2.345, -1.547], [0.192, -2.676, -4.723], [1.028, -1.841, -3.390], [-0.504, -1.209, -4.030], [-1.676, -3.252, -3.240], [1.042, -3.989, -2.077], [0.199, -4.842, -3.394], [-0.479, -4.842, -1.750], [-1.187, 0.779, -3.770], [0.078, 1.860, -3.680], [-0.035, 2.490, -1.886], [0.184, 0.181, -1.254], [-0.394, 3.198, -4.462]], "mulliken_charge": [3.794, -0.330, 0.508, 0.367, -0.330, -0.428, -0.392, -0.099, 0.208, 0.517, -0.231, -0.843, -0.489, -0.743, -0.472, 0.405, -0.256, -0.806, -0.697, -0.570, -0.468, 0.568, -0.127, 0.490, -0.359, 0.428, 0.413, 0.392, 0.394, 0.447, 0.341, 0.408, 0.364, 0.465, 0.622, -0.728, 0.455, -0.682, 0.713, -0.839, -0.760, 1.169, -0.842, -0.882, -0.316, -0.043, -0.616, -0.311, 0.539, 0.432, 0.394, 0.393, 0.539, 0.371, -1.123, 0.659, -1.693, -0.819, 0.498, 0.103, 0.202, 0.215, 0.331, 0.436, 0.312, -0.762, 0.750, -0.809, -1.037, -0.742]}

=====

Record 3
{"formula": "C31H23F3N3PPtSe2", "method": "wB97M-V/def2-TZVPD", "charge": 0, "spin_multiplicity": 1, "homo_ha": [-0.2803, -0.2804], "homo_lumo_gap_ev": [6.6, 6.6], "symbols": ["Pt", "Se", "P", "Se", "C", "C", "C", "C", "C", "C", "C", "C", "C", "C", "C", "C", "H", "H", "H", "H", "H", "H", "H", "H", "H", "H", "N", "C", "C", "C", "C", "C", "N", "C", "C", "C", "C", "C", "N", "H", "H", "H", "H", "H", "H", "H", "H", "H", "F", "C", "F", "F", "C", "C", "C", "C", "C", "C", "C", "C", "H", "H", "H", "H"], "positions_angstrom": [[-1.291, 0.120, -0.937], [-1.291, 2.574, -0.490], [0.203, 2.976, 1.096], [0.483, 1.606, 2.691], [-0.239, 4.625, 1.738], [0.686, 5.237, 2.584], [0.422, 6.485, 3.118], [-0.770, 7.133, 2.817], [-1.694, 6.525, 1.982], [-1.431, 5.272, 1.441], [1.780, 3.323, 0.235], [2.957, 2.695, 0.613], [4.145, 2.984, -0.051], [4.155, 3.898, -1.092], [2.976, 4.533, -1.470], [1.794, 4.247, -0.810], [1.609, 4.724, 2.829], [1.146, 6.954, 3.773], [-0.977, 8.109, 3.236], [-2.626, 7.024, 1.748], [-2.155, 4.799, 0.793], [2.935, 1.986, 1.432], [5.062, 2.492, 0.249], [5.080, 4.122, -1.609], [2.981, 5.252, -2.279], [0.874, 4.736, -1.110], [0.314, -1.736, 1.081], [-0.874, -1.331, 1.691], [-1.138, -1.846, 2.965], [-2.291, -1.477, 3.615], [-3.166, -0.586, 3.003], [-2.846, -0.134, 1.746], [-1.745, -0.527, 1.092], [1.235, -1.094, 0.256], [2.580, -1.456, 0.403], [3.523, -0.901, -0.429], [3.130, 0.034, -1.381], [1.797, 0.356, -1.451], [0.869, -0.217, -0.672], [0.771, -2.440, 1.635], [-0.418, -2.501, 3.439], [-2.499, -1.862, 4.605], [-4.069, -0.249, 3.489], [-3.472, 0.571, 1.218], [2.865, -2.158, 1.176], [4.563, -1.181, -0.327], [3.840, 0.516, -2.037], [1.426, 1.099, -2.144], [-3.122, -8.462, -4.541], [-2.184, -8.333, -3.580], [-1.032, -8.796, -4.111], [-2.522, -9.171, -2.585], [-2.052, -6.914, -3.118], [-2.258, -6.568, -1.792], [-2.125, -5.247, -1.396], [-1.783, -4.256, -2.319], [-1.580, -4.623, -3.655], [-1.714, -5.939, -4.050], [-1.636, -2.894, -1.905], [-1.513, -1.739, -1.557], [-2.524, -7.328, -1.070], [-2.290, -4.969, -0.364], [-1.316, -3.859, -4.374], [-1.556, -6.216, -5.085]], "mulliken_charge": [0.901, -0.460, 0.768, -0.389, 0.613, -0.626, -0.627, -0.426, -0.643, -0.256, 0.202, 0.020, -0.714, -0.423, -0.680, -0.662, 0.358, 0.379, 0.370, 0.391, 0.259, 0.338, 0.431, 0.398, 0.416, 0.377, 0.078, 0.620, -0.855, -0.500, -0.680, -0.311, -0.163, 0.813, -0.847, -0.579, -0.768, -0.362, -0.041, 0.208, 0.371, 0.425, 0.442, 0.377, 0.368, 0.421, 0.463, 0.390, -0.255, 0.833, -0.255, -0.284, 0.368, -0.545, -0.577, 0.360, -0.661, -0.741, 2.122, -2.274, 0.447, 0.473, 0.434, 0.370]}

=====

Record 4
{"formula": "C31H23FeN6O3S3", "method": "wB97M-V/def2-TZVPD", "charge": 0, "spin_multiplicity": 2, "homo_ha": [-0.2719, -0.2720], "homo_lumo_gap_ev": [6.4, 6.3], "symbols": ["Fe", "O", "C", "C", "C", "C", "C", "C", "C", "O", "N", "N", "C", "C", "C", "C", "C", "C", "C", "O", "H", "H", "H", "H", "H", "H", "H", "H", "H", "H", "N", "C", "C", "C", "C", "C", "C", "C", "C", "N", "C", "H", "H", "H", "H", "H", "H", "H", "H", "S", "C", "S", "C", "N", "N", "C", "C", "C", "C", "C", "C", "S", "H", "H", "H", "H", "H"], "positions_angstrom": [[0.034, 0.050, -0.073], [-3.143, 2.904, 1.134], [-2.214, 3.662, 1.759], [-2.614, 4.923, 2.197], [-1.718, 5.759, 2.831], [-0.400, 5.355, 3.039], [-0.003, 4.104, 2.620], [-0.897, 3.236, 1.984], [-0.447, 1.903, 1.564], [-1.218, 1.154, 0.793], [0.702, 1.474, 2.010], [0.950, 0.201, 1.575], [1.806, -0.560, 2.137], [1.816, -1.957, 1.829], [2.838, -2.792, 2.311], [2.847, -4.136, 2.040], [1.797, -4.684, 1.290], [0.771, -3.895, 0.827], [0.746, -2.505, 1.069], [-0.244, -1.788, 0.605], [-2.710, 2.074, 0.866], [-3.640, 5.221, 2.021], [-2.045, 6.737, 3.162], [0.304, 6.016, 3.527], [1.011, 3.761, 2.768], [2.481, -0.136, 2.877], [3.629, -2.351, 2.908], [3.648, -4.766, 2.400], [1.791, -5.747, 1.079], [-0.047, -4.314, 0.254], [-1.400, -0.412, -1.421], [-0.776, -1.180, -2.484], [-1.458, -1.629, -3.574], [-0.801, -2.390, -4.564], [0.522, -2.695, -4.430], [1.254, -2.235, -3.314], [2.629, -2.498, -3.120], [3.257, -1.989, -2.027], [2.532, -1.198, -1.119], [1.262, -0.935, -1.269], [0.598, -1.457, -2.341], [-1.970, 0.339, -1.796], [-1.997, -1.015, -0.855], [-2.512, -1.397, -3.668], [-1.354, -2.737, -5.426], [1.031, -3.286, -5.183], [3.166, -3.094, -3.848], [4.310, -2.163, -1.856], [3.010, -0.741, -0.264], [1.948, 7.335, -2.826], [1.382, 5.784, -2.706], [2.035, 4.706, -1.511], [0.933, 3.440, -2.021], [0.167, 3.809, -2.981], [0.408, 5.112, -3.382], [-0.408, 5.572, -4.470], [-1.492, 4.779, -4.859], [-2.298, 5.169, -5.915], [-2.045, 6.349, -6.601], [-0.973, 7.133, -6.211], [-0.152, 6.755, -5.155], [0.992, 1.891, -1.288], [-1.690, 3.864, -4.328], [-3.134, 4.544, -6.202], [-2.673, 6.650, -7.429], [-0.758, 8.059, -6.730], [0.679, 7.381, -4.879]], "mulliken_charge": [-0.320, -0.742, 0.405, -0.680, -0.300, -0.883, -0.355, 0.228, 1.223, -0.894, -1.064, 0.934, -0.456, 0.579, -0.819, -0.646, -0.517, -0.484, 0.813, -0.731, 0.508, 0.441, 0.391, 0.401, 0.469, 0.416, 0.404, 0.419, 0.399, 0.464, -0.189, 0.423, -0.460, -0.727, -0.918, 0.786, -0.677, -1.181, -0.319, 0.458, -0.096, 0.441, 0.427, 0.487, 0.412, 0.425, 0.453, 0.450, 0.692, -0.402, 0.285, -0.111, 0.273, -0.812, 0.597, 0.723, -0.326, -0.562, -0.447, -0.689, -0.431, -0.302, 0.474, 0.343, 0.373, 0.356, 0.168]}

=====

Per-record ΔE to the lowest compared entry with this formula, charge and spin, kJ/mol: 0.0 47.4 216.3 155.5
Per-record electronic energy, a.u.: -2313.12619 -7597.17598 -6922.51739 -4207.67146